Density functional theory data (ωB97M-V/def2-TZVPD) for a structure of composition C20H24N9O5Sn.

Structure (XYZ):
```
59
Properties=species:S:1:pos:R:3:forces:R:3:nbo_charge:R:1
Sn 0.480 -1.699 0.075 0.1125 -0.2171 -0.3104 1.62
C 3.794 -0.715 -1.970 -0.0242 0.1303 -0.1277 -0.27
O 2.785 0.223 -1.535 -0.0118 -0.0866 0.0875 -0.50
C 3.191 1.448 -1.189 -0.0729 -0.1875 -0.0501 0.49
C 4.440 1.961 -1.497 0.2599 0.1394 0.0253 -0.33
C 4.816 3.207 -1.018 -0.0859 -0.2238 -0.0637 -0.02
C 3.971 3.973 -0.194 0.0041 0.0470 0.1155 -0.23
C 2.742 3.485 0.126 0.0226 0.0667 -0.0596 -0.11
C 2.304 2.235 -0.395 -0.1919 0.1498 0.0818 -0.04
N 1.047 1.781 -0.196 0.4737 -0.1186 0.1417 0.02
N 0.278 2.429 0.538 -0.5119 0.0104 0.0678 -0.10
C -0.380 2.220 1.609 0.2997 -0.2002 -0.1003 0.24
C -0.005 0.933 2.361 -0.2505 0.0470 -0.0578 0.51
O 0.823 0.186 1.840 -0.0317 0.1487 -0.0046 -0.62
C -0.739 0.659 3.556 0.1514 -0.1330 0.0976 -0.34
C -1.735 1.476 3.953 -0.0948 0.1400 -0.0693 0.01
C -2.137 2.682 3.242 0.1286 -0.1196 0.0177 -0.12
C -3.169 3.474 3.718 -0.1091 0.0406 0.0958 -0.13
C -3.506 4.657 3.068 -0.0024 0.0050 0.0246 -0.14
C -2.801 5.062 1.944 0.0107 0.0183 -0.0122 -0.17
C -1.771 4.274 1.448 0.0336 -0.0965 -0.0132 -0.15
C -1.452 3.076 2.080 0.0281 0.2081 0.0315 -0.06
H 4.636 -0.712 -1.281 0.0210 -0.0037 0.0372 0.22
H 4.132 -0.486 -2.979 -0.0061 0.0287 -0.0091 0.21
H 3.321 -1.692 -1.957 -0.0544 -0.0346 -0.0035 0.20
H 5.132 1.399 -2.106 -0.0042 0.0198 0.0081 0.25
H 5.793 3.591 -1.286 -0.0181 0.0241 -0.0035 0.26
H 4.289 4.942 0.162 0.0229 -0.0203 0.0003 0.26
H 2.056 4.065 0.730 0.0006 0.0231 -0.0586 0.24
H -0.470 -0.229 4.112 -0.0116 0.0183 -0.0043 0.26
H -2.277 1.232 4.860 -0.0146 0.0339 -0.0163 0.25
H -3.707 3.172 4.609 0.0089 0.0267 -0.0153 0.24
H -4.307 5.275 3.452 0.0125 -0.0263 0.0040 0.25
H -3.043 5.998 1.459 -0.0130 -0.0232 0.0004 0.25
H -1.201 4.598 0.586 -0.0467 0.0051 -0.0161 0.23
N 0.195 -2.009 -2.987 0.1191 0.0104 0.0013 -0.65
N -1.129 -1.749 -3.360 -0.0358 -0.0261 -0.0010 -0.40
C -2.041 -1.426 -2.435 -0.0176 -0.0479 0.0371 0.64
N -3.285 -1.190 -2.799 0.0039 0.0450 0.0928 -0.73
N -1.556 -1.389 -1.169 0.0023 0.0760 0.2468 -0.59
N -2.343 -1.051 -0.116 -0.0074 -0.1378 0.0218 0.64
O -1.693 -1.062 0.960 0.0512 -0.1420 -0.2194 -0.50
O -3.508 -0.781 -0.179 0.0581 0.0468 -0.0455 -0.30
H 0.804 -1.315 -3.409 -0.0180 0.0304 -0.0489 0.39
H 0.462 -2.926 -3.332 -0.0044 -0.0277 0.0300 0.39
H -1.406 -1.821 -4.329 0.0416 0.0222 -0.0386 0.42
H -3.570 -1.222 -3.767 0.0298 -0.0129 -0.0058 0.44
H -3.969 -0.938 -2.101 -0.0465 0.0009 -0.0052 0.46
C -1.900 -4.956 -0.859 0.0686 0.0516 0.0851 -0.41
N -0.721 -5.728 -0.501 0.0440 0.1044 0.0427 -0.57
C 0.381 -5.178 0.015 -0.0819 -0.1392 0.0784 0.82
N 1.363 -5.968 0.447 0.0405 -0.0309 -0.0169 -0.77
O 0.519 -3.912 0.091 -0.2521 0.3610 -0.0390 -0.89
H -2.627 -5.627 -1.304 -0.0098 0.0035 -0.0062 0.25
H -1.641 -4.184 -1.582 0.0032 -0.0084 -0.0820 0.18
H -2.346 -4.487 0.020 -0.0229 -0.0316 0.0071 0.21
H -0.791 -6.732 -0.536 0.0181 -0.0088 0.0352 0.43
H 1.287 -6.972 0.454 -0.0081 -0.0089 -0.0040 0.43
H 2.186 -5.557 0.853 -0.0111 0.0300 -0.0071 0.43
```
Positions in Å, forces in eV/Å.

Values from the calculation:
* E_tot: -1858.80077 hartree
* HOMO energy: -0.603 Ha
* F_max: 0.0100 Eh/bohr
* total charge: +3

***

Density functional theory data (ωB97M-V/def2-TZVPD) for a cluster of 2 separate species, C9H14 in total.

Structure (XYZ):
```
23
Properties=species:S:1:pos:R:3:forces:R:3:nbo_charge:R:1
C 2.278 -0.253 -0.127 -1.1488 -0.2318 0.6525 -0.63
C 1.062 0.507 -0.618 1.6320 0.1633 -0.2637 0.00
C 1.296 1.516 -1.572 0.2248 -0.7406 0.6970 -0.22
C 0.222 2.215 -2.044 -1.4865 -0.7746 -0.2890 -0.21
C -1.043 1.996 -1.450 0.1625 0.2561 -1.1415 -0.22
C -1.283 1.033 -0.479 1.7233 0.7820 -0.5662 -0.20
C -0.180 0.231 -0.108 -1.7482 0.3689 -0.0958 -0.23
H 2.006 -1.310 -0.004 0.3310 0.0928 -0.1452 0.21
H 2.474 0.120 0.887 0.4802 -0.1025 -0.2661 0.22
H 3.126 -0.134 -0.793 0.1400 -0.0469 0.1287 0.21
H 2.331 1.635 -1.904 -0.4440 0.1091 -0.2315 0.21
H 0.178 2.677 -3.023 0.5621 0.7222 0.3474 0.21
H -1.832 2.532 -1.977 -0.2548 -0.0918 0.6754 0.21
H -2.248 1.011 -0.029 -0.5498 -0.5962 0.2177 0.21
H -0.376 -0.635 0.515 0.3941 0.4604 0.0902 0.21
C -1.748 -3.000 2.638 -0.7500 1.3037 1.9492 -0.62
C -0.396 -2.423 2.232 -0.0381 -2.0221 -0.2731 -0.61
H -2.278 -3.552 1.872 0.0064 0.1044 -0.1650 0.21
H -1.759 -3.590 3.560 0.5770 -0.4473 -0.2763 0.20
H -2.347 -2.151 3.035 -0.2388 -0.3596 -0.9308 0.20
H -0.078 -1.579 2.829 -0.1193 0.3549 -0.2208 0.21
H -0.480 -2.264 1.158 0.4439 0.4754 0.2062 0.20
H 0.359 -3.209 2.356 0.1011 0.2201 -0.0991 0.20
```
Positions in Å, forces in eV/Å.

Values from the calculation:
* E_tot: -351.29520 hartree
* HOMO energy: -0.326 Ha
* F_max: 0.0479 Eh/bohr
* structure (SMILES): Cc1ccccc1.CC

***

Density functional theory data (ωB97M-V/def2-TZVPD) for an isolated molecule of C5H10N2.

Structure (XYZ):
```
17
Properties=species:S:1:pos:R:3:forces:R:3:nbo_charge:R:1
H 0.616 2.577 -0.636 -0.1327 -0.2403 0.1828 0.32
N 0.860 1.644 -0.285 -1.4233 -0.3989 -0.5742 -0.67
C -0.204 0.887 -0.216 1.3600 1.8470 0.0161 0.27
C -1.598 1.462 -0.314 -0.0811 -0.2044 -0.3725 -0.68
C -0.018 -0.522 0.084 2.3781 -0.3813 0.3247 0.08
N -1.093 -1.246 0.662 0.5153 0.1525 0.1698 -0.82
C 1.795 -0.690 0.513 -1.5036 -0.6507 0.2333 -0.38
C 1.088 -1.292 -0.627 -0.3568 -0.2376 0.2167 -0.43
H -2.331 0.697 -0.572 0.0001 0.0859 0.0725 0.23
H -1.883 1.920 0.638 0.0185 -0.1107 -0.0411 0.23
H -1.617 2.246 -1.077 0.0117 -0.0672 0.1258 0.22
H -1.006 -2.254 0.624 0.0866 0.2584 -0.0183 0.38
H -1.376 -0.943 1.587 0.1041 -0.0832 -0.0934 0.37
H 1.836 -1.172 1.480 -0.0818 -0.5209 -0.1949 0.20
H 2.610 -0.006 0.332 -0.6696 0.5730 0.0484 0.23
H 0.955 -2.370 -0.577 -0.1795 -0.0138 -0.2532 0.21
H 1.368 -0.938 -1.617 -0.0460 -0.0079 0.1575 0.23
```
Positions in Å, forces in eV/Å.

Values from the calculation:
* E_tot: -305.93969 hartree
* HOMO energy: -0.279 Ha
* F_max: 0.0473 Eh/bohr
* structure (SMILES): [H]/N=C(\C)C1(N)CC1

***

Density functional theory data (ωB97M-V/def2-TZVPD) for the ion C6H10NO3S with charge +1.

Structure (XYZ):
```
21
Properties=species:S:1:pos:R:3:forces:R:3:nbo_charge:R:1
C -0.550 -0.642 0.692 -0.5108 1.3679 -2.5008 0.17
C -0.265 0.462 -0.044 -0.9488 -1.0317 1.8359 -0.03
C -1.039 0.874 -1.230 -1.7609 0.3244 -0.7707 0.74
C 1.211 -0.132 2.011 -0.8300 1.5080 0.3577 0.12
C -3.146 0.849 -2.162 -4.2606 -0.6326 -1.8700 -0.30
C 2.911 -1.983 1.249 0.4884 0.8101 -0.0844 -0.71
N 0.918 1.143 0.273 -0.3125 -0.0258 0.1050 -0.74
O -0.613 1.523 -2.164 0.0923 -0.8454 1.4859 -0.55
O 0.364 -1.128 1.562 1.6896 1.7809 1.2925 -0.45
O -2.346 0.459 -1.094 2.0065 0.5322 0.7122 -0.50
S 2.892 -0.324 2.087 -0.7950 -1.4818 0.3977 0.49
H -1.362 -1.261 0.357 -0.1535 -0.5147 0.7029 0.25
H 0.742 0.793 2.597 0.8856 -2.3706 -1.2862 0.27
H -3.341 -0.079 -2.809 0.9657 1.6100 0.2409 0.21
H -2.780 1.773 -2.643 -0.0774 -0.9125 -0.1196 0.23
H -4.281 1.051 -1.886 2.5073 -0.1634 0.4244 0.21
H 2.225 -2.619 1.787 0.6817 -0.5835 0.5951 0.25
H 3.962 -2.300 1.054 -1.0421 0.1006 0.5120 0.28
H 2.375 -1.823 0.338 0.1656 0.1623 -0.9864 0.23
H 1.271 1.289 -0.639 1.6939 0.4042 -1.2536 0.42
H 0.853 2.077 0.665 -0.4851 -0.0387 0.2094 0.41
```
Positions in Å, forces in eV/Å.

Values from the calculation:
* E_tot: -912.93270 hartree
* HOMO energy: -0.505 Ha
* F_max: 0.0913 Eh/bohr
* total charge: +1

***

Density functional theory data (ωB97M-V/def2-TZVPD) for a cluster of 2 separate species, C23H23N2O2S2 in total.

Structure (XYZ):
```
52
Properties=species:S:1:pos:R:3:forces:R:3:nbo_charge:R:1
C -5.570 3.602 -2.686 0.0692 0.0469 0.2401 -0.41
C -5.451 2.135 -3.138 0.0378 -0.1444 -0.0887 -0.41
C -3.973 1.728 -2.955 -0.5710 -0.0764 -0.2827 -0.21
N -3.375 2.853 -2.263 0.7088 -0.1021 0.1878 -0.47
C -2.032 2.871 -1.953 -0.9119 0.2853 0.0531 -0.08
S -1.205 1.399 -1.962 0.2370 -0.3373 -0.6470 -0.39
S -1.412 4.375 -1.515 0.6658 0.1996 0.2956 -0.36
C -4.137 4.081 -2.380 -0.7262 0.1041 -0.4344 -0.21
H -6.029 4.234 -3.450 -0.0421 -0.0564 0.0868 0.20
H -6.185 3.673 -1.783 0.0263 0.0028 -0.1270 0.19
H -6.100 1.486 -2.544 0.0004 0.0835 -0.1081 0.20
H -5.739 2.023 -4.187 -0.0564 -0.0477 0.1049 0.20
H -3.865 0.791 -2.388 0.0938 0.4261 -0.1571 0.22
H -3.502 1.570 -3.943 0.0456 0.0091 0.3743 0.18
H -3.771 4.709 -3.213 0.1126 -0.1563 0.3127 0.19
H -4.096 4.696 -1.469 0.1850 -0.3545 -0.3383 0.22
O 5.898 0.783 0.991 0.0300 -0.4243 0.7317 -0.73
C 5.755 -0.438 1.179 0.2086 -0.3646 -0.5754 0.76
O 5.937 -1.250 2.105 0.2846 0.8871 0.2660 -0.74
C 5.091 -1.161 -0.063 0.9277 -0.0208 -0.0679 -0.16
C 5.528 -2.628 -0.225 0.2150 0.3367 -0.5110 -0.43
C 4.390 -3.401 0.342 -0.7550 -0.0020 0.1689 0.00
C 3.331 -2.524 0.647 -0.1244 -1.6428 0.4877 0.19
C 2.115 -3.006 1.129 -0.0126 -0.1033 0.1000 -0.23
C 1.981 -4.384 1.339 0.3816 -0.0326 -0.2453 -0.21
C 3.030 -5.263 1.026 0.0579 0.2390 -0.0417 -0.20
C 4.243 -4.775 0.517 -0.2384 0.5169 0.0441 -0.20
N 3.696 -1.211 0.349 -2.1899 2.5591 -0.5081 -0.28
C 2.922 -0.104 0.387 2.0608 -1.3454 -0.6878 0.22
C 1.693 -0.009 1.071 -2.4494 0.5764 0.7329 -0.36
C 0.530 0.665 0.693 2.9946 -0.1672 0.4941 -0.06
C -0.654 0.684 1.520 -1.4470 -0.0058 1.5620 -0.05
C -1.801 1.467 1.207 0.6201 -0.0972 -0.8214 -0.14
C -3.043 1.208 1.774 -0.0040 -0.1812 0.9819 -0.23
C -3.140 0.364 2.894 0.4358 0.0324 -0.6683 -0.19
C -1.975 -0.247 3.376 0.0873 0.1559 0.0531 -0.25
C -0.760 -0.101 2.707 -0.2209 0.1783 -0.6615 -0.18
H 5.231 -0.549 -0.956 -0.2376 -0.0932 0.0910 0.22
H 5.660 -2.848 -1.292 -0.0394 -0.1373 0.1327 0.21
H 6.472 -2.836 0.286 -0.2149 0.2040 0.0423 0.26
H 1.292 -2.327 1.327 0.1261 -0.3579 -0.0236 0.24
H 1.045 -4.776 1.737 0.2474 0.1201 -0.1530 0.22
H 2.903 -6.338 1.158 -0.0176 0.2999 0.0375 0.21
H 5.074 -5.427 0.243 -0.3310 0.0422 0.1585 0.21
H 3.394 0.780 -0.059 -0.1435 -0.3789 -0.0621 0.25
H 1.699 -0.487 2.060 0.0188 -0.0964 -0.5664 0.22
H 0.536 1.212 -0.257 -0.3502 -0.1888 0.2636 0.28
H -1.706 2.282 0.482 -0.0584 -0.5735 0.0198 0.26
H -3.939 1.684 1.372 0.3547 0.0925 0.1870 0.22
H -4.101 0.187 3.378 0.2491 0.0353 -0.1270 0.21
H -2.008 -0.850 4.283 -0.0134 0.1240 -0.2203 0.21
H 0.123 -0.600 3.102 -0.3273 -0.0691 -0.0862 0.20
```
Positions in Å, forces in eV/Å.

Values from the calculation:
* E_tot: -1946.62348 hartree
* HOMO energy: -0.146 Ha
* F_max: 0.0662 Eh/bohr
* total charge: -1

***

Look up the E_tot of the second one. -351.29520 hartree

***

Among the records above, which one has the highest E_tot? C5H10N2

***

What did the fourth record say?
Density functional theory data (ωB97M-V/def2-TZVPD) for the ion C6H10NO3S with charge +1.

Structure (XYZ):
```
21
Properties=species:S:1:pos:R:3:forces:R:3:nbo_charge:R:1
C -0.550 -0.642 0.692 -0.5108 1.3679 -2.5008 0.17
C -0.265 0.462 -0.044 -0.9488 -1.0317 1.8359 -0.03
C -1.039 0.874 -1.230 -1.7609 0.3244 -0.7707 0.74
C 1.211 -0.132 2.011 -0.8300 1.5080 0.3577 0.12
C -3.146 0.849 -2.162 -4.2606 -0.6326 -1.8700 -0.30
C 2.911 -1.983 1.249 0.4884 0.8101 -0.0844 -0.71
N 0.918 1.143 0.273 -0.3125 -0.0258 0.1050 -0.74
O -0.613 1.523 -2.164 0.0923 -0.8454 1.4859 -0.55
O 0.364 -1.128 1.562 1.6896 1.7809 1.2925 -0.45
O -2.346 0.459 -1.094 2.0065 0.5322 0.7122 -0.50
S 2.892 -0.324 2.087 -0.7950 -1.4818 0.3977 0.49
H -1.362 -1.261 0.357 -0.1535 -0.5147 0.7029 0.25
H 0.742 0.793 2.597 0.8856 -2.3706 -1.2862 0.27
H -3.341 -0.079 -2.809 0.9657 1.6100 0.2409 0.21
H -2.780 1.773 -2.643 -0.0774 -0.9125 -0.1196 0.23
H -4.281 1.051 -1.886 2.5073 -0.1634 0.4244 0.21
H 2.225 -2.619 1.787 0.6817 -0.5835 0.5951 0.25
H 3.962 -2.300 1.054 -1.0421 0.1006 0.5120 0.28
H 2.375 -1.823 0.338 0.1656 0.1623 -0.9864 0.23
H 1.271 1.289 -0.639 1.6939 0.4042 -1.2536 0.42
H 0.853 2.077 0.665 -0.4851 -0.0387 0.2094 0.41
```
Positions in Å, forces in eV/Å.

Values from the calculation:
* E_tot: -912.93270 hartree
* HOMO energy: -0.505 Ha
* F_max: 0.0913 Eh/bohr
* total charge: +1

***

Number 2 is which compound? C9H14